Formula: C4H8O
Source: the Open Molecules 2025 dataset
Level of theory: the ωB97M-V functional and the def2-TZVPD basis

Each line ends with the Mulliken charge.
Positions of all 13 atoms, in Å:
C: -1.78 0.13 0.28  -1.181
C: -0.46 -0.28 -0.37  -0.351
C: 0.79 0.07 0.45  -0.509
C: 2.02 0.02 -0.43  -0.002
O: 2.05 0.43 -1.57  -0.474
H: -1.81 1.20 0.49  0.325
H: -1.95 -0.41 1.22  0.306
H: -2.61 -0.11 -0.39  0.331
H: -0.46 -1.35 -0.57  0.285
H: -0.36 0.22 -1.33  0.323
H: 0.72 1.09 0.86  0.295
H: 0.91 -0.59 1.32  0.325
H: 2.92 -0.41 0.04  0.326

Properties
charge: 0
relative energy (zero: lowest compared OMol25 entry of this formula, charge and spin): 0.347 eV
highest occupied orbital energy: -9.86 eV
calculated total energy: -6324.8206 eV
largest force on an atom: 0.63 eV Å⁻¹
E_LUMO: 1.047 eV
SMILES: CCCC=O

Formula: C4H11NO3
Source: the Open Molecules 2025 dataset
Level of theory: the ωB97M-V functional and the def2-TZVPD basis

Each line ends with the Mulliken charge.
Positions of all 19 atoms, in Å:
C: 0.47 0.35 1.10  0.332
C: -0.78 1.16 1.11  -1.176
C: 1.77 0.98 0.76  -1.265
H: 0.53 -0.36 1.92  0.385
H: 0.29 -1.21 0.36  -0.137
H: -0.84 1.69 2.07  0.414
H: 2.53 0.24 0.51  0.337
H: 1.68 1.70 -0.04  0.353
H: -1.65 0.51 1.02  0.277
H: -0.80 1.88 0.30  0.286
H: 2.15 1.50 1.66  0.399
N: -0.02 -0.18 -1.35  -0.226
C: -0.21 -1.57 -0.72  0.838
O: -0.96 0.15 -2.35  -0.452
O: -1.64 -1.61 -0.47  -0.520
O: 0.34 -2.55 -1.23  -0.647
H: -1.80 -0.06 -1.91  0.326
H: -1.96 -2.41 -0.91  0.258
H: 0.88 -0.18 -1.83  0.217

Properties
charge: 0
relative energy (zero: lowest compared OMol25 entry of this formula, charge and spin): 6.370 eV
highest occupied orbital energy (alpha / beta): -8.39 / -8.40 eV
calculated total energy: -11953.7397 eV
largest force on an atom: 1.56 eV Å⁻¹
E_LUMO (alpha / beta): -1.042 / -1.040 eV

Formula: C4H5CsO3
Source: the Open Molecules 2025 dataset
Level of theory: the ωB97M-V functional and the def2-TZVPD basis

Each line ends with the Löwdin spin population.
Positions of all 13 atoms, in Å:
O: 0.02 0.48 -0.09  0.003
C: -1.34 0.86 -0.06  0.032
O: -2.23 0.07 -0.13  0.032
Cs: -5.24 -2.39 -0.73  0.000
O: -1.39 2.14 0.08  0.147
C: -2.40 2.77 0.74  0.704
H: -3.08 2.16 1.34  0.041
H: -2.39 3.84 0.62  0.038
C: 0.41 -0.77 0.04  0.004
H: -0.50 -1.37 0.22  0.000
C: 5.66 -2.47 -0.48  0.000
H: 6.37 -1.86 -1.09  0.000
H: 6.12 -3.48 -0.47  0.000

Properties
charge: +1
relative energy (zero: lowest compared OMol25 entry of this formula, charge and spin): 7.300 eV
highest occupied orbital energy (alpha / beta): -10.78 / -10.78 eV
2S+1: 2
<S²>: 0.7541
calculated total energy: -10903.8138 eV
largest force on an atom: 2.06 eV Å⁻¹
E_LUMO (alpha / beta): -3.947 / -3.953 eV

Formula: C14H15AlO4P
Source: the Open Molecules 2025 dataset
Level of theory: the ωB97M-V functional and the def2-TZVPD basis

Each line ends with the Mulliken charge.
Positions of all 35 atoms, in Å:
Al: 0.11 -0.01 0.53  0.927
O: 0.09 3.25 0.10  -0.039
C: 0.10 2.11 0.25  0.316
C: 0.10 -2.14 0.28  0.321
O: 0.04 -3.28 0.19  -0.035
C: 2.22 -0.01 0.44  0.289
O: 3.35 -0.01 0.23  -0.026
C: -1.99 -0.07 0.25  0.348
O: -3.14 -0.10 0.13  -0.067
C: 0.01 0.67 -2.67  -0.632
H: -0.90 1.28 -2.55  0.427
H: 0.91 1.28 -2.61  0.408
C: 0.01 -0.67 -2.67  -0.623
H: 0.93 -1.27 -2.61  0.411
H: -0.89 -1.29 -2.56  0.424
C: -1.22 -1.52 3.05  -1.243
P: -0.32 0.00 2.68  0.685
C: -1.45 1.42 2.97  -1.290
C: 0.89 0.14 4.01  1.487
C: 0.33 0.27 5.29  -0.700
C: 1.14 0.29 6.43  -0.873
C: 2.54 0.18 6.26  -0.430
C: 3.11 0.08 4.98  -0.892
C: 2.28 0.08 3.85  -0.288
H: -2.00 -1.66 2.30  0.460
H: -1.66 -1.52 4.05  0.440
H: -0.53 -2.37 2.97  0.433
H: -1.88 1.44 3.98  0.461
H: -0.89 2.34 2.78  0.455
H: -2.25 1.35 2.23  0.455
H: -0.75 0.34 5.39  0.188
H: 0.68 0.40 7.43  0.420
H: 3.18 0.18 7.15  0.417
H: 4.21 0.01 4.87  0.426
H: 2.68 0.02 2.85  -0.060

Properties
charge: +3
relative energy (zero: lowest compared OMol25 entry of this formula, charge and spin): 0.000 eV
highest occupied orbital energy: -18.54 eV
calculated total energy: -38804.4122 eV
largest force on an atom: 6.16 eV Å⁻¹
E_LUMO: -13.329 eV

Formula: C3H9NS
Source: the Open Molecules 2025 dataset
Level of theory: the ωB97M-V functional and the def2-TZVPD basis

Each line ends with the Mulliken charge.
Positions of all 14 atoms, in Å:
C: -1.48 -2.57 -1.34  -0.225
N: -1.68 -1.36 -0.97  -0.412
H: -1.27 -3.36 -0.57  0.213
H: -1.32 -2.96 -2.42  0.212
H: -2.36 -0.82 -1.52  0.221
C: 1.95 1.32 -0.19  -0.749
S: 0.64 2.39 0.46  -0.086
C: -0.14 1.22 1.64  -0.738
H: 1.46 0.45 -0.53  0.236
H: 2.57 1.17 0.71  0.256
H: 2.51 1.92 -0.88  0.298
H: 0.60 0.38 1.96  0.216
H: -0.63 1.61 2.55  0.327
H: -0.85 0.61 1.12  0.232

Properties
charge: 0
relative energy (zero: lowest compared OMol25 entry of this formula, charge and spin): 2.240 eV
highest occupied orbital energy: -8.20 eV
calculated total energy: -15580.0902 eV
largest force on an atom: 2.95 eV Å⁻¹
E_LUMO: 0.801 eV
SMILES: C=N.CSC

Formula: CBr2N2O
Source: the Open Molecules 2025 dataset
Level of theory: the ωB97M-V functional and the def2-TZVPD basis

Each line ends with the Mulliken charge.
Positions of all 6 atoms, in Å:
C: -1.04 -0.54 -0.70  0.011
N: 0.98 -0.60 -0.16  -0.191
N: 1.40 0.40 0.16  0.713
O: 1.96 1.36 0.43  -0.494
Br: -1.92 -1.80 0.20  0.058
Br: -1.39 1.18 0.07  -0.097

Properties
charge: 0
relative energy (zero: lowest compared OMol25 entry of this formula, charge and spin): 2.252 eV
highest occupied orbital energy: -8.98 eV
calculated total energy: -146143.8852 eV
largest force on an atom: 3.19 eV Å⁻¹
E_LUMO: -1.164 eV